Entry 1:
Formula: H4NS
Source: OMol25
Level of theory: ωB97M-V/def2-TZVPD

Structure (XYZ):
```
6
Properties=species:S:1:pos:R:3:forces:R:3:nbo_charge:R:1
N -1.40195 -0.12901 0.08095 0.3734 0.0977 -0.0662 -1.096
H -0.86533 0.49574 0.68712 -0.0991 0.0067 0.0753 0.382
H -0.94349 -1.01328 0.29582 -0.1252 -0.0674 -0.0081 0.346
H -0.95181 0.11863 -0.80261 -0.1762 -0.0678 -0.0163 0.361
S 1.98959 0.82005 0.23128 0.0246 0.1316 0.0714 -1.073
H 2.17298 -0.29213 -0.49256 0.0026 -0.1008 -0.0561 0.080
```
Positions in Å, forces in eV/Å.

Values from the calculation:
LUMO, eV: 4.88
HOMO-LUMO gap, Eh: 0.275
Spin multiplicity: 1
Total charge: -1

***

Entry 2:
Formula: C5H10O
Source: OMol25
Level of theory: ωB97M-V/def2-TZVPD

Structure (XYZ):
```
16
Properties=species:S:1:pos:R:3:forces:R:3:nbo_charge:R:1
C -1.51166 0.91543 -0.14656 -0.0506 -0.0098 -0.0261 -0.728
C -0.73503 0.18352 0.90033 0.0806 0.1550 -0.1935 -0.061
C -0.17113 -1.77383 0.22063 0.0260 -0.1771 -0.2193 -0.140
O 1.03404 -1.28190 0.71544 0.0577 -0.0475 0.0437 -0.514
C 0.79895 0.12894 0.68260 0.1077 0.2285 0.0487 0.005
C 1.39666 0.72466 -0.59107 -0.0277 0.0157 -0.0552 -0.652
H -1.37378 1.97509 0.12880 -0.0045 -0.1532 -0.0072 0.256
H -2.58707 0.72303 -0.08049 0.1702 0.0197 0.0126 0.226
H -1.18315 0.82571 -1.19470 -0.0236 -0.0191 0.1787 0.191
H -1.00357 -1.15075 0.85028 -0.1481 -0.0572 0.0644 0.217
H -0.29549 -1.68892 -0.86700 0.0177 0.0170 0.1454 0.167
H -0.35386 -2.79630 0.56455 -0.0509 0.1444 -0.0412 0.209
H 1.30446 0.58117 1.54714 -0.0763 -0.0408 -0.1257 0.189
H 2.47892 0.56380 -0.59032 -0.1366 0.0128 0.0238 0.224
H 1.21399 1.80422 -0.64153 0.0092 -0.1448 0.0089 0.210
H 0.98771 0.26614 -1.49811 0.0490 0.0565 0.1419 0.202
```
Positions in Å, forces in eV/Å.

Values from the calculation:
LUMO, eV: 0.60
HOMO-LUMO gap, Eh: 0.308
Spin multiplicity: 1

***

Entry 3:
Formula: C21H33N3O7P2Pd
Source: OMol25
Level of theory: ωB97M-V/def2-TZVPD

Structure (XYZ):
```
67
Properties=species:S:1:pos:R:3:forces:R:3:nbo_charge:R:1
P -2.94256 4.25563 -0.63854 -2.0833 -0.4743 -2.0335 1.590
P -3.58772 2.42311 -3.79381 -2.4137 0.5042 -2.3791 1.367
C -3.47847 4.80212 -2.33215 -0.0425 0.3417 0.6292 -0.741
C -4.45516 3.86642 -3.04568 0.2868 -0.1610 0.4877 -0.767
H -2.58796 4.99093 -2.95529 -0.2551 0.0744 0.2909 0.255
H -3.97405 5.76177 -2.13111 0.2048 0.0156 -0.2751 0.276
H -5.22685 3.44784 -2.37424 0.3359 0.2646 -0.3008 0.262
H -4.97917 4.38932 -3.85842 0.1885 -0.1261 0.0030 0.290
C -2.92272 2.91327 -5.43627 0.6496 0.0940 0.1551 -0.989
H -2.08952 2.22338 -5.66856 -0.3023 0.4573 -0.0840 0.276
H -2.56274 3.95388 -5.39789 0.0637 -0.4130 -0.1557 0.263
H -3.70370 2.79647 -6.20812 0.3703 0.1681 0.4557 0.278
C -5.00666 1.42615 -4.39390 0.0274 -0.4020 0.3463 -0.984
H -5.30682 1.78717 -5.38647 0.0463 -0.0168 0.3891 0.270
H -5.85091 1.49704 -3.69999 0.1622 -0.1414 -0.0963 0.261
H -4.69749 0.37860 -4.48473 -0.2165 0.1831 -0.0887 0.274
C -1.67483 5.44906 -0.21196 0.7080 -0.4024 0.1896 -0.971
H -1.09362 5.11522 0.65952 -0.1415 0.2623 -0.1773 0.285
H -2.20527 6.38592 0.01916 0.1639 -0.2956 -0.0203 0.297
H -0.99478 5.61194 -1.06748 -0.3105 -0.0915 0.4334 0.284
C -4.37708 4.45800 0.42435 0.2206 0.4097 0.0955 -0.982
H -5.23783 3.94613 -0.02852 0.2240 0.1561 0.2600 0.271
H -4.57708 5.54288 0.49467 -0.1069 -0.5282 0.1692 0.281
H -4.15202 4.03716 1.41853 -0.2441 0.2183 -0.3038 0.284
Pd 0.44124 1.84523 1.51134 2.2811 0.4998 -1.4204 0.914
C -1.41548 -0.82135 -2.46834 0.5745 0.5905 0.3675 -0.123
C -0.83626 0.19892 -3.13581 0.7829 -0.5594 0.9895 -0.239
C -0.86445 1.67879 -2.79235 0.3521 0.0536 -0.0080 -0.442
C -1.23589 2.27775 -1.42223 0.3680 0.7256 0.5223 -0.419
C -2.68632 2.41835 -0.80849 2.9770 1.3316 1.8186 -0.612
C -3.77841 1.57004 -1.20099 -2.0374 -0.0720 0.6467 -0.119
C -3.52006 0.31797 -1.91476 -0.6606 -0.8491 -0.2465 -0.466
C -2.42137 -0.61760 -1.36697 -0.5580 -0.0669 -0.0280 -0.471
C -1.07791 1.01909 2.37790 -1.1278 -1.1801 1.4044 -0.837
H -1.19437 -1.87368 -2.64764 0.2982 0.3647 -0.4015 0.252
H -0.01212 -0.02033 -3.82085 -0.5731 -0.1399 -0.1479 0.241
H -1.36359 2.25056 -3.60764 0.0894 -0.1829 0.3353 0.204
H 0.16512 2.06906 -2.90682 -0.2134 -0.4896 -0.1308 0.268
H -0.59549 1.89004 -0.59626 -0.3352 -0.3259 -0.9031 0.250
H -0.83816 3.31880 -1.52253 -0.2405 -0.5796 0.0306 0.201
H -2.52027 2.23316 0.29188 -0.0399 -0.2202 -0.4372 0.285
H -4.73366 1.70553 -0.64005 0.7773 -0.2205 -0.5902 0.225
H -3.18419 0.55323 -2.95872 0.0259 -0.2760 0.3303 0.223
H -4.44164 -0.27334 -2.04795 0.1790 0.4816 0.0004 0.265
H -2.04169 -0.23320 -0.41568 0.4906 -0.0750 -0.2793 0.243
H -2.88168 -1.58084 -1.10417 0.1345 0.2848 -0.0917 0.268
H -1.69587 0.44607 1.68997 0.0835 0.0066 -0.0104 0.211
H -1.62690 1.79339 2.91901 0.0154 0.1071 0.0641 0.219
H -0.55226 0.34243 3.07082 -0.4846 0.1393 -0.0715 0.245
O 4.00219 -5.20896 1.33657 0.5028 2.7350 -0.1985 -0.354
N 4.37961 -4.01366 1.27450 1.8195 -2.0874 0.3770 0.503
O 5.54589 -3.64505 1.50180 -2.2343 -0.3972 -0.4174 -0.345
C 3.39985 -3.00275 0.90680 -0.1965 1.1862 -0.0618 -0.031
C 2.08173 -3.41598 0.65151 -0.4326 0.5144 0.2693 -0.080
C 1.10217 -2.44571 0.55354 0.3041 0.4924 -0.2818 -0.081
C 1.39262 -1.00364 0.56505 0.0987 -0.5461 0.4400 0.514
O 0.45257 -0.16227 0.47094 -0.2230 0.1619 -0.4119 -0.757
C 2.80414 -0.66138 0.69139 -1.0179 -0.3060 -0.2554 -0.124
C 3.76667 -1.64851 0.88747 -0.0919 -1.2165 0.2468 -0.076
N 3.25782 0.69854 0.54347 1.5284 0.9204 -0.0641 0.524
O 4.44893 0.90363 0.29883 -2.5706 -0.3439 0.4596 -0.265
O 2.45806 1.70883 0.65851 0.5270 -1.2865 0.2050 -0.514
N -0.31211 -2.88118 0.33691 -0.8706 -0.9219 -1.0943 0.512
O -0.49333 -3.77539 -0.53289 0.4641 2.0570 2.0021 -0.365
O -1.22267 -2.35013 0.98267 1.5453 -0.6766 -0.8610 -0.361
H 1.83832 -4.47901 0.61406 0.0613 0.3228 0.0276 0.294
H 4.79084 -1.37423 1.09396 0.0918 -0.0533 -0.1147 0.289
```
Positions in Å, forces in eV/Å.

Values from the calculation:
LUMO (alpha / beta), eV: -5.94 / -9.34
HOMO-LUMO gap (alpha / beta), Eh: 0.274 / 0.151
Spin multiplicity: 5
Total charge: +2

***

Calculated F_max (hartree/bohr), listed in the same order as above: 0.00762, 0.00550, 0.07262